Formula: C5H13NO2
Source: OMol25
Level of theory: ωB97M-V/def2-TZVPD

Geometry as XYZ:
```
21
Properties=species:S:1:pos:R:3:forces:R:3:mulliken_charge:R:1
C -1.927 -0.792 -1.224 -0.34 0.01 0.62 -0.471
N -0.494 -0.628 -1.223 -0.23 -0.57 -0.92 -0.564
C 1.854 0.284 -0.431 1.95 0.40 2.51 -1.085
C 2.418 1.266 0.521 -0.47 -1.08 -2.26 0.067
C 2.065 1.324 1.886 -0.18 0.41 1.69 -0.073
O 1.233 0.615 2.467 0.61 0.25 -0.53 -0.569
C -2.315 -1.696 -0.043 -0.24 0.13 -0.06 -1.021
H -2.367 -1.194 -2.144 0.36 0.18 -0.20 0.454
H -2.403 0.191 -1.049 -0.04 -0.09 -0.10 0.252
H -0.208 -0.569 -2.204 0.22 0.01 0.08 0.186
H 1.004 0.753 -0.964 -0.78 -0.05 -0.47 0.321
H 2.607 -0.050 -1.142 -0.12 0.19 -0.44 0.455
H 3.135 2.002 0.172 -0.03 -0.02 0.04 0.350
H 1.468 -0.568 0.139 -0.23 0.21 -0.42 0.366
H 2.597 2.109 2.468 -0.12 -0.29 -0.10 0.331
H -1.793 -2.649 -0.118 -0.02 -0.02 0.00 0.315
H -3.398 -1.882 -0.046 0.27 0.07 0.02 0.333
H -2.036 -1.209 0.890 -0.02 -0.06 0.03 0.270
H -0.066 1.025 1.340 -0.19 -0.25 0.33 0.387
H -0.586 0.526 -0.012 0.05 0.01 0.27 0.377
O -0.789 1.142 0.720 -0.45 0.58 -0.09 -0.679
```
Forces are in eV/Å.

Output
E_LUMO = -3.478 eV
Calculated total energy = -403.32024 Ha
Maximum force = 3.205 eV/Å
Energy above the lowest of the compared OMol25 structures with the same formula, charge and spin = 673.1 kJ/mol

***

Formula: C5H13NO2
Source: OMol25
Level of theory: ωB97M-V/def2-TZVPD

Geometry as XYZ:
```
21
Properties=species:S:1:pos:R:3:forces:R:3:mulliken_charge:R:1
N 2.157 -2.520 1.395 0.86 -0.22 0.69 -0.433
C 1.743 -1.276 0.975 -2.14 -0.86 -0.88 -0.091
C 0.796 -0.476 1.494 1.45 1.38 0.82 -0.475
C 0.112 0.562 0.668 1.04 2.16 1.45 0.007
C -1.390 0.479 0.818 -2.37 1.39 -2.83 -0.563
C -2.197 0.155 -0.561 0.37 2.00 1.61 -0.479
O -2.615 1.382 -1.189 0.86 -0.05 -0.34 -0.545
H 2.079 -2.709 2.381 0.19 -0.14 0.01 0.196
H 2.934 -2.972 0.920 -0.27 0.42 0.36 0.209
H 1.798 -1.217 -0.100 0.40 0.21 -0.45 0.233
H 0.676 -0.189 2.567 -0.05 -1.32 -0.63 0.260
H 0.399 1.578 1.064 -0.33 -0.76 0.59 0.279
H 0.575 0.841 -0.278 -0.54 -1.30 -0.99 -0.110
H -1.758 1.529 1.031 0.07 -1.30 0.14 0.245
H -1.801 -0.209 1.549 0.62 -0.06 0.38 0.398
H -1.590 -0.444 -1.217 0.09 -0.45 -0.36 0.276
H -3.178 -0.231 -0.371 -0.11 -1.10 0.42 0.300
H -1.843 1.792 -1.601 -0.10 0.01 -0.04 0.306
O 0.714 1.432 -3.133 -0.89 0.32 0.24 -0.617
H 1.166 1.475 -3.980 0.43 -0.29 0.40 0.303
H 1.224 1.020 -2.430 0.42 -0.03 -0.58 0.302
```
Forces are in eV/Å.

Output
E_LUMO = 0.600 eV
Calculated total energy = -403.46028 Ha
Maximum force = 3.945 eV/Å
Energy above the lowest of the compared OMol25 structures with the same formula, charge and spin = 305.4 kJ/mol

***

Formula: C5H13NO3
Source: OMol25
Level of theory: ωB97M-V/def2-TZVPD

Geometry as XYZ:
```
22
Properties=species:S:1:pos:R:3:forces:R:3:mulliken_charge:R:1
C 0.128 -0.554 2.002 -0.11 0.07 -0.07 -0.536
N 1.156 -1.522 1.710 0.26 -0.20 0.49 -0.147
C 1.463 -1.945 0.475 0.26 -0.22 -0.06 0.561
O 0.954 -1.586 -0.558 -0.22 0.16 -0.41 -0.579
O 2.463 -2.865 0.519 0.20 -0.17 0.19 -0.525
H 0.550 0.295 2.541 -0.06 0.02 -0.03 0.269
H -0.302 -0.206 1.065 -0.02 0.04 0.07 0.113
H -0.659 -1.004 2.610 -0.02 0.05 -0.02 0.277
H 1.670 -1.929 2.475 -0.02 0.00 -0.16 0.230
H 2.666 -3.149 -0.383 -0.22 0.21 0.05 0.347
C 0.145 2.645 -0.568 -0.27 -0.36 -0.17 -1.179
C -0.417 1.441 -1.307 0.18 0.09 -0.08 -0.095
O -1.506 0.922 -0.568 0.08 0.25 0.16 -0.374
C -2.069 -0.218 -1.170 0.02 -0.12 -0.10 -0.646
H -0.631 3.395 -0.437 -0.04 0.12 0.02 0.298
H 0.967 3.076 -1.134 0.10 0.07 -0.03 0.372
H 0.506 2.346 0.412 0.08 0.00 0.12 0.228
H -0.760 1.737 -2.311 0.03 -0.05 0.08 0.420
H 0.351 0.663 -1.423 -0.10 0.08 -0.03 0.185
H -1.323 -1.013 -1.274 -0.07 0.01 0.01 0.240
H -2.876 -0.548 -0.518 -0.03 -0.06 -0.07 0.227
H -2.476 0.019 -2.161 -0.03 -0.01 0.03 0.314
```
Forces are in eV/Å.

Output
E_LUMO = 0.746 eV
Calculated total energy = -478.79791 Ha
Maximum force = 0.586 eV/Å
Energy above the lowest of the compared OMol25 structures with the same formula, charge and spin = 45.9 kJ/mol

***

Formula: C5H13NOS
Source: OMol25
Level of theory: ωB97M-V/def2-TZVPD

Geometry as XYZ:
```
21
Properties=species:S:1:pos:R:3:forces:R:3:mulliken_charge:R:1
C -1.606 -1.094 0.566 -0.43 0.29 3.03 -0.341
C -2.592 -0.243 -0.249 0.32 -0.54 -0.36 -0.740
S -2.073 1.448 -0.497 0.25 -0.35 -0.32 0.022
C -0.302 -1.391 -0.198 0.32 0.78 -2.77 -0.334
N 0.842 -1.563 0.569 0.27 0.95 -0.85 -0.056
C 1.432 -0.330 0.965 -1.60 -0.58 2.20 -0.247
C 2.533 0.003 -0.077 0.88 0.89 -2.77 -0.398
O 3.444 1.032 0.246 -0.96 -1.13 1.32 -0.442
H -2.029 -2.007 1.076 0.29 0.57 -1.21 0.373
H -1.283 -0.520 1.447 -0.20 0.14 -0.16 0.313
H -2.677 -0.815 -1.191 -0.55 0.77 -0.08 0.325
H -3.586 -0.129 0.214 0.35 -0.64 0.01 0.400
H 0.699 1.935 -3.494 0.00 0.05 -0.02 0.214
H 0.736 1.340 -3.055 -0.01 -0.06 0.03 -0.238
H -0.134 -0.454 -0.819 -0.15 0.38 0.95 0.101
H -0.476 -2.056 -1.061 0.25 -1.23 1.21 0.410
H 1.949 -0.514 1.934 -0.06 0.05 -0.51 0.493
H 0.672 0.464 1.069 0.50 -0.01 -0.31 0.253
H 2.069 0.466 -0.984 -0.26 -0.90 0.62 0.202
H 2.991 -0.951 -0.374 0.30 0.34 0.22 0.333
H 3.719 0.906 1.167 0.50 0.21 -0.21 0.357
```
Forces are in eV/Å.

Output
E_LUMO (alpha / beta) = -8.288 / -8.311 eV
Calculated total energy = -725.98182 Ha
⟨S²⟩ = 0.780
Total charge = +1
Spin multiplicity = 2
Maximum force = 3.075 eV/Å
Energy above the lowest of the compared OMol25 structures with the same formula, charge and spin = 550.5 kJ/mol

***

Formula: C5H13NP
Source: OMol25
Level of theory: ωB97M-V/def2-TZVPD

Geometry as XYZ:
```
20
Properties=species:S:1:pos:R:3:forces:R:3:mulliken_charge:R:1
C 1.605 -0.006 -0.035 5.23 6.60 -0.40 0.555
C 2.138 -1.371 0.007 0.12 -0.41 -0.02 -1.177
C -1.086 -1.127 -0.484 0.22 0.26 0.08 -1.218
C -0.591 1.727 -1.058 0.13 -0.16 0.15 -1.182
C -0.604 0.786 1.725 0.07 -0.10 -0.31 -1.123
N 2.585 1.110 -0.095 -4.93 -6.28 0.38 -0.546
P -0.162 0.344 0.025 -0.48 0.18 0.07 0.884
H 2.029 -1.846 -0.972 -0.06 -0.07 -0.02 0.310
H 3.199 -1.336 0.244 -0.03 0.00 0.04 0.375
H 1.605 -1.987 0.734 0.06 -0.09 0.03 0.327
H -2.143 -0.878 -0.558 -0.06 0.05 0.03 0.403
H -0.962 -1.927 0.246 0.03 0.02 0.01 0.387
H -0.736 -1.469 -1.457 0.03 0.02 -0.02 0.399
H -1.652 1.958 -0.934 0.07 -0.07 0.00 0.395
H -0.390 1.470 -2.098 0.00 -0.04 0.03 0.372
H -0.011 2.611 -0.791 -0.03 -0.06 0.02 0.419
H -0.302 -0.002 2.413 0.01 -0.05 -0.02 0.397
H -1.683 0.932 1.791 0.00 -0.02 -0.02 0.411
H -0.097 1.710 2.001 0.04 0.02 -0.02 0.361
H 2.113 2.009 -0.135 -0.42 0.17 -0.03 0.251
```
Forces are in eV/Å.

Output
E_LUMO = -4.483 eV
Calculated total energy = -594.13848 Ha
Total charge = +1
Maximum force = 8.432 eV/Å
Energy above the lowest of the compared OMol25 structures with the same formula, charge and spin = 28.2 kJ/mol

***

Formula: C5H13NP
Source: OMol25
Level of theory: ωB97M-V/def2-TZVPD

Geometry as XYZ:
```
20
Properties=species:S:1:pos:R:3:forces:R:3:mulliken_charge:R:1
C 0.295 1.686 0.774 4.62 0.49 1.02 -0.966
N 0.730 0.363 0.273 -2.61 -1.41 2.86 -0.010
C 1.536 -0.421 1.299 0.27 -1.35 -0.68 -0.784
C -0.463 -0.381 -0.211 -0.56 -0.87 -4.14 0.001
P -1.979 -0.623 0.858 1.44 1.88 1.08 0.031
C -0.048 -1.417 -1.334 -2.28 1.89 1.73 -0.491
C -0.693 -0.100 -1.828 1.62 -1.49 2.45 -0.574
H -0.432 2.106 0.169 -1.57 0.63 -0.92 0.379
H 0.078 1.493 1.806 -0.78 0.51 0.42 0.469
H 1.259 2.328 0.742 -1.73 -0.71 0.18 0.366
H 1.416 0.406 -0.390 1.58 0.79 -3.05 0.351
H 2.212 -1.125 0.698 -0.63 1.30 1.10 0.332
H 2.022 0.302 1.934 0.63 -0.01 -0.06 0.394
H 0.941 -1.080 1.935 -0.43 0.35 -0.23 0.314
H -1.541 -1.827 1.345 0.06 -1.00 0.39 0.042
H -2.576 -1.102 -0.229 -1.18 -0.93 -1.49 0.051
H -0.618 -2.332 -1.323 -0.12 -0.02 -0.21 0.292
H 0.987 -1.568 -1.251 1.36 -0.17 -0.90 0.253
H 0.016 0.598 -2.216 0.38 0.49 -0.24 0.241
H -1.638 -0.050 -2.364 -0.07 -0.35 0.68 0.306
```
Forces are in eV/Å.

Output
E_LUMO = -2.981 eV
Calculated total energy = -594.06660 Ha
Total charge = +1
Maximum force = 4.760 eV/Å
Energy above the lowest of the compared OMol25 structures with the same formula, charge and spin = 216.9 kJ/mol

***

Formula: C5H13NS
Source: OMol25
Level of theory: ωB97M-V/def2-TZVPD

Geometry as XYZ:
```
20
Properties=species:S:1:pos:R:3:forces:R:3:mulliken_charge:R:1
C 2.887 -0.355 0.505 1.34 5.48 -1.93 -1.097
C 1.660 0.692 0.103 2.11 -1.33 -0.82 -0.413
N 0.647 -0.079 -0.651 -0.30 1.17 -0.34 -0.305
C -0.582 -0.131 0.097 -1.55 -1.81 1.38 0.019
C -1.348 1.237 0.288 -0.91 -1.64 -1.10 -1.125
C -1.589 -1.215 -0.596 1.35 1.70 -0.01 -0.934
S -3.048 -1.666 0.354 -0.31 0.29 0.08 -0.221
H 2.614 -1.018 1.230 -1.08 -1.86 1.78 0.302
H 3.319 -0.835 -0.373 -0.33 -0.04 0.04 0.333
H 3.742 0.311 0.954 -1.42 -1.22 -0.68 0.295
H 1.958 1.653 -0.456 0.08 -1.71 0.69 0.346
H 1.259 1.027 1.034 -0.38 0.29 0.69 0.287
H 0.414 0.425 -1.506 0.37 -0.15 -0.08 0.276
H -0.301 -0.605 1.065 -0.31 0.51 -0.28 0.334
H -0.762 2.134 0.409 0.53 0.00 0.06 0.393
H -1.856 1.265 -0.711 -0.02 0.74 0.84 0.303
H -2.124 1.212 1.089 0.58 -0.18 -0.66 0.301
H -1.814 -0.763 -1.574 -0.40 -0.33 0.27 0.400
H -1.125 -2.168 -0.798 0.78 0.04 0.02 0.388
H -3.952 -1.120 -0.462 -0.13 0.08 0.07 0.117
```
Forces are in eV/Å.

Output
E_LUMO = 0.933 eV
Calculated total energy = -651.19587 Ha
Maximum force = 5.968 eV/Å
Energy above the lowest of the compared OMol25 structures with the same formula, charge and spin = 126.3 kJ/mol

***

Formula: C5H13NS
Source: OMol25
Level of theory: ωB97M-V/def2-TZVPD

Geometry as XYZ:
```
20
Properties=species:S:1:pos:R:3:forces:R:3:mulliken_charge:R:1
C -2.964 -1.373 -0.388 -0.70 -0.10 0.93 -0.817
S -2.399 0.318 -0.349 0.30 0.38 0.17 -0.109
C -0.834 -0.069 -1.218 0.69 1.32 1.47 -0.663
C 0.373 0.746 -0.699 1.27 -0.19 0.94 -1.031
C 1.122 0.215 0.687 -3.76 3.98 0.61 0.379
C 1.782 1.519 1.422 -0.29 -2.85 -1.02 -1.505
N 1.877 -0.942 0.617 -3.24 -2.77 -0.47 -0.545
H -3.788 -1.620 0.297 0.41 0.48 0.08 0.348
H -2.082 -1.913 -0.117 0.12 -0.91 0.24 0.244
H -3.314 -1.662 -1.345 -0.10 -0.27 -1.14 0.293
H -0.620 -1.085 -1.010 0.08 -1.20 -0.09 0.267
H -1.038 0.076 -2.248 0.22 0.07 -1.08 0.430
H 0.121 1.805 -0.682 -0.27 0.11 0.71 0.430
H 1.207 0.787 -1.390 0.10 -0.53 -0.78 0.430
H 0.284 -0.025 1.348 -0.29 0.23 0.02 0.204
H 0.962 2.178 1.556 -0.54 0.78 0.24 0.428
H 2.530 1.949 0.804 0.60 0.63 -0.89 0.375
H 2.291 1.326 2.364 -0.34 -0.43 0.18 0.402
H 1.731 -1.509 -0.209 -0.59 -0.07 -0.02 0.226
H 2.759 -0.723 0.559 6.32 1.34 -0.13 0.213
```
Forces are in eV/Å.

Output
E_LUMO = 1.062 eV
Calculated total energy = -651.19108 Ha
Maximum force = 6.460 eV/Å
Energy above the lowest of the compared OMol25 structures with the same formula, charge and spin = 138.8 kJ/mol

***

Formula: C5H13NS
Source: OMol25
Level of theory: ωB97M-V/def2-TZVPD

Geometry as XYZ:
```
20
Properties=species:S:1:pos:R:3:forces:R:3:mulliken_charge:R:1
C -1.372 -1.880 -0.089 -0.43 -0.29 0.58 -0.980
N -0.294 -1.078 0.435 0.42 -0.29 -0.21 0.012
C 0.038 -1.334 1.826 -0.22 0.37 -0.35 -0.993
C -0.414 0.335 0.151 0.01 -0.12 -0.04 -0.750
C 0.943 1.053 0.071 -0.18 0.21 0.14 -0.697
C 1.055 1.965 -1.139 0.31 -0.14 0.03 -0.822
S 1.062 0.997 -2.685 -0.20 0.12 0.01 -0.228
H -2.361 -1.620 0.318 -0.14 0.28 -0.01 0.369
H -1.427 -1.819 -1.174 0.12 0.03 -0.04 0.309
H -1.239 -2.923 0.214 0.23 0.07 -0.26 0.319
H 1.075 -1.065 2.012 0.15 -0.01 0.09 0.257
H -0.582 -0.722 2.499 -0.11 -0.11 0.15 0.331
H -0.106 -2.383 2.064 0.06 -0.11 0.02 0.360
H -0.950 0.452 -0.796 0.15 -0.06 0.05 0.526
H -1.032 0.816 0.926 -0.10 0.12 0.00 0.365
H 1.053 1.710 0.934 0.15 -0.08 0.20 0.278
H 1.778 0.346 0.092 -0.21 -0.07 -0.06 0.407
H 0.234 2.683 -1.128 0.01 -0.04 -0.19 0.399
H 2.000 2.500 -1.089 -0.05 0.20 0.02 0.414
H 0.539 1.966 -3.443 0.04 -0.05 -0.13 0.124
```
Forces are in eV/Å.

Output
E_LUMO = 0.943 eV
Calculated total energy = -651.21880 Ha
Maximum force = 0.778 eV/Å
Energy above the lowest of the compared OMol25 structures with the same formula, charge and spin = 66.1 kJ/mol

***

Formula: C5H13NS
Source: OMol25
Level of theory: ωB97M-V/def2-TZVPD

Geometry as XYZ:
```
20
Properties=species:S:1:pos:R:3:forces:R:3:mulliken_charge:R:1
C 0.882 1.353 3.198 1.16 -0.58 -0.59 -0.829
N 1.507 0.364 2.287 0.10 -0.20 0.08 -0.371
C 1.509 0.662 0.836 -0.70 -0.46 0.76 -0.674
C 0.089 0.847 0.308 -0.29 -0.08 -0.64 -0.390
C -0.022 1.004 -1.243 0.41 -0.34 0.77 -0.847
S 0.425 -0.529 -2.205 -0.68 0.17 0.58 -0.079
C -1.156 -1.491 -2.094 0.12 1.36 0.47 -0.801
H 1.058 1.066 4.239 0.07 -0.08 -0.21 0.329
H 1.291 2.359 3.052 -0.17 0.20 0.02 0.292
H -0.181 1.347 3.045 -0.50 0.16 -0.10 0.261
H 2.465 0.142 2.566 -0.54 0.23 0.03 0.225
H 2.113 1.534 0.623 0.23 0.60 -0.29 0.301
H 1.949 -0.193 0.324 0.12 0.01 0.05 0.393
H -0.514 -0.036 0.543 0.11 0.07 0.40 0.264
H -0.375 1.716 0.811 0.08 -0.29 -0.41 0.312
H -1.046 1.319 -1.481 0.32 -0.07 -0.23 0.376
H 0.694 1.768 -1.566 -0.25 -0.11 -0.22 0.399
H -1.672 -1.245 -1.157 0.34 -0.31 -0.02 0.234
H -1.013 -2.553 -2.189 0.33 -0.26 0.06 0.328
H -1.807 -1.137 -2.873 -0.26 -0.01 -0.50 0.278
```
Forces are in eV/Å.

Output
E_LUMO = 1.050 eV
Calculated total energy = -651.22210 Ha
Maximum force = 1.445 eV/Å
Energy above the lowest of the compared OMol25 structures with the same formula, charge and spin = 57.4 kJ/mol

***

Number 2 is which compound?
C5H13NO2